This record from OMol25 describes an isolated ion of composition C4H8F2N3O and charge +1. The level of theory is wB97M-V/def2-TZVPD.

The calculation puts the frontier orbital gap at 0.3358 Ha. As for the LUMO energy: -4.6 eV. The value obtained for the largest force on an atom is 4.95 eV Å⁻¹. For the relative energy (zero: lowest compared OMol25 entry of this formula, charge and spin), the calculation gives 17.5 kJ/mol. As for the total charge: +1.

Last column: Mulliken charge in e.
Geometry (Å):
H (2.752, -1.051, 1.248)  0.295
N (2.503, -0.178, 0.816)  -0.550
C (1.648, -0.164, -0.046)  0.434
C (1.425, 0.878, -1.067)  -1.263
C (0.498, -1.392, 0.000)  0.957
F (0.989, -2.359, 0.769)  -0.264
F (0.350, -1.845, -1.360)  -0.308
C (-0.778, -0.824, 0.519)  -0.003
N (-1.054, -0.396, 1.750)  -0.293
N (-1.624, -0.605, -0.473)  0.141
O (-2.702, 0.141, -0.161)  -0.523
H (2.445, 1.280, -1.453)  0.339
H (0.816, 1.634, -0.782)  0.336
H (1.125, 0.414, -1.998)  0.361
H (-0.509, -0.417, 2.626)  0.277
H (-1.984, 0.107, 1.569)  0.344
H (-1.780, -1.389, -1.189)  0.336
H (-2.989, 0.748, -0.911)  0.384

Forces on atoms 1 to 3 (eV/Å):
-0.6 -0.3 0.9
2.8 0.3 0.5
-3.1 -1.0 -0.6

=====

This record from OMol25 describes a 2-piece molecular cluster, C4H11NOS overall. The level of theory is wB97M-V/def2-TZVPD.

The calculation puts the frontier orbital gap at 0.3063 Ha. As for the LUMO energy: 0.1 eV. The value obtained for the largest force on an atom is 3.76 eV Å⁻¹. For the relative energy (zero: lowest compared OMol25 entry of this formula, charge and spin), the calculation gives 338.1 kJ/mol.

Last column: Mulliken charge in e.
Geometry (Å):
C (-1.725, -1.705, 0.058)  -0.916
C (-1.840, -0.112, 0.193)  -0.554
C (-0.448, 0.564, 0.176)  -0.341
C (-0.391, 2.037, -0.126)  -0.471
N (1.614, 1.838, -1.798)  -0.564
O (3.327, -0.475, 0.717)  -0.672
S (0.495, 2.830, -1.312)  0.204
H (-0.861, -1.718, -0.694)  0.229
H (-1.343, -2.052, 1.021)  0.321
H (-2.739, -1.917, -0.385)  0.309
H (-2.256, 0.243, -0.794)  0.333
H (-2.483, 0.298, 0.949)  0.426
H (0.113, 0.441, 1.204)  0.283
H (0.244, 0.085, -0.559)  0.236
H (-1.075, 2.721, 0.393)  0.290
H (3.892, -1.239, 0.445)  0.313
H (2.109, 2.223, -2.535)  0.227
H (2.594, -0.273, 0.144)  0.348

Forces on atoms 1 to 3 (eV/Å):
0.6 3.6 -1.1
0.9 0.2 -2.5
2.3 0.0 1.7

=====

This record from OMol25 describes one molecule with the formula C5H8O3. The level of theory is wB97M-V/def2-TZVPD.

The calculation puts the frontier orbital gap at 0.3357 Ha. As for the LUMO energy: 0.9 eV. The value obtained for the largest force on an atom is 6.50 eV Å⁻¹. For the relative energy (zero: lowest compared OMol25 entry of this formula, charge and spin), the calculation gives 355.6 kJ/mol.

Last column: Mulliken charge in e.
Geometry (Å):
C (-0.511, 1.786, -0.115)  -1.230
C (0.145, 0.363, -0.157)  1.023
C (1.625, 0.106, -0.100)  -0.444
O (1.850, -1.306, -0.187)  -0.474
O (-0.478, -0.317, -1.247)  -0.412
C (-1.263, -1.361, -0.663)  -0.305
C (-1.169, -1.166, 0.637)  -0.255
O (-0.314, -0.205, 1.112)  -0.399
H (-0.512, 2.131, -1.112)  0.366
H (-1.596, 1.618, 0.075)  0.307
H (0.136, 2.337, 0.668)  0.290
H (2.171, 0.712, -0.951)  0.286
H (1.856, 0.555, 1.064)  0.269
H (1.547, -1.690, 0.546)  0.274
H (-1.864, -2.070, -1.221)  0.385
H (-1.621, -1.493, 1.650)  0.317

Forces on atoms 1 to 3 (eV/Å):
1.8 -1.4 1.3
-1.6 1.5 0.5
1.1 1.9 1.3

=====

The highest relative energy (zero: lowest compared OMol25 entry of this formula, charge and spin) belongs to which entry? C5H8O3